## a
42
Properties=species:S:1:pos:R:3 method="wB97M-V/def2-TZVPD" lumo_energy_ev="-0.54 / -0.78" homo_ev="-8.44 / -8.21" homo_lumo_gap_ev="7.9 / 7.4" multiplicity=2 s2=0.76
Pd 0.360 -0.691 -0.866
C 1.647 -0.347 2.377
O 2.181 -0.123 1.086
C 2.796 1.133 0.925
C 1.788 2.251 0.809
O 1.014 1.969 -0.337
C -0.064 2.852 -0.562
C -1.210 2.597 0.399
O -1.496 1.218 0.365
C -2.576 0.861 1.217
H 2.407 -0.174 3.146
H 1.328 -1.387 2.408
H 0.776 0.285 2.580
H 3.364 1.074 -0.005
H 3.495 1.334 1.746
H 2.309 3.210 0.691
H 1.164 2.318 1.708
H -0.388 2.676 -1.588
H 0.266 3.895 -0.486
H -2.078 3.193 0.088
H -0.959 2.910 1.421
H -3.493 1.370 0.907
H -2.351 1.136 2.253
H -2.703 -0.217 1.147
O -3.399 -2.511 -0.507
C -2.357 -1.987 -0.865
O -1.324 -1.797 -0.113
C -2.167 -1.548 -2.311
C -2.618 -2.320 -3.370
C -2.212 -2.043 -4.672
C -1.308 -1.024 -4.929
C -0.881 -0.248 -3.863
C -1.345 -0.448 -2.569
N 0.202 0.705 -4.064
O 0.418 1.121 -5.181
O 0.866 1.006 -3.082
H -3.267 -3.159 -3.156
H -2.566 -2.659 -5.488
H -0.915 -0.847 -5.919
H -1.252 0.316 -1.789
S 1.537 -3.889 -1.042
C 1.313 -2.385 -1.191


## b
42
Properties=species:S:1:pos:R:3 method="wB97M-V/def2-TZVPD" lumo_energy_ev="0.02 / -0.31" homo_ev="-8.37 / -8.10" homo_lumo_gap_ev="8.4 / 7.8" multiplicity=2 s2=0.76
Pd 0.125 -0.685 0.535
C 2.442 -0.409 -2.368
O 2.272 0.061 -1.052
C 2.354 1.461 -0.922
C 1.046 2.128 -1.245
O 0.101 1.767 -0.252
C -1.234 2.138 -0.548
C -1.918 1.090 -1.384
O -1.955 -0.109 -0.632
C -2.717 -1.129 -1.247
H 3.391 -0.060 -2.790
H 1.624 -0.094 -3.026
H 2.448 -1.495 -2.328
H 3.144 1.869 -1.563
H 2.613 1.660 0.119
H 0.695 1.824 -2.238
H 1.177 3.216 -1.250
H -1.265 3.108 -1.054
H -1.745 2.228 0.411
H -1.395 0.924 -2.335
H -2.940 1.417 -1.615
H -3.728 -0.772 -1.462
H -2.771 -1.962 -0.551
H -2.246 -1.467 -2.176
O 1.477 -0.509 2.311
C 0.497 -0.253 3.074
O -0.676 -0.085 2.678
C 0.788 -0.151 4.554
C -0.237 0.131 5.444
C 0.013 0.233 6.807
C 1.301 0.049 7.289
C 2.296 -0.228 6.377
C 2.084 -0.334 5.022
N 3.695 -0.428 6.895
O 3.857 -0.381 8.094
O 4.569 -0.615 6.083
H -1.231 0.270 5.041
H -0.790 0.455 7.497
H 1.534 0.116 8.341
H 2.887 -0.551 4.335
S -0.210 -4.032 0.391
C 0.059 -2.573 0.080


Each structure's energy above the most stable one, in kJ/mol: a 67.5; b 0.0.